Entry 1:
Molecular formula: C43H76O27
Method: DFT, wB97M-V/def2-TZVPD

Its total energy is -101097.1782 eV. The net charge is 0. Its gap between HOMO and LUMO is 9.181 eV. As for the SMILES: COC(=O)OC.COC(=O)OC.COC(=O)OC.COC(=O)OC.COC(=O)OC.O=C1CCCO1.O=C1CCCO1.O=C1CCCO1.O=C1CCCO1.O=C1CCCO1.C1CCOC1.C1CCOC1.

Each line ends with the Mulliken charge.
Geometry (Å):
C (14.6804, 23.0709, -5.0236)  -0.71
O (13.8239, 22.0472, -5.4719)  -0.31
C (12.5830, 22.1455, -5.5374)  0.80
O (12.0042, 23.1648, -5.2354)  -0.57
O (12.0427, 21.0149, -6.2099)  -0.28
C (10.7096, 21.0126, -6.5507)  -0.66
H (15.1243, 23.6515, -5.8323)  0.29
H (15.4739, 22.8318, -4.3156)  0.29
H (14.1113, 23.8250, -4.4799)  0.32
H (10.5306, 21.7284, -7.3530)  0.27
H (10.0732, 21.0835, -5.6686)  0.28
H (10.2651, 20.0436, -6.7777)  0.28
C (-4.6205, 17.3828, -10.9372)  -0.66
O (-5.6177, 18.3184, -11.4678)  -0.29
C (-6.9232, 18.1227, -11.1542)  0.84
O (-7.4526, 17.1679, -10.5776)  -0.59
O (-7.6032, 19.1661, -11.6006)  -0.33
C (-9.0640, 19.2438, -11.5544)  -0.60
H (-3.7400, 17.1509, -11.5364)  0.27
H (-5.0658, 16.3957, -10.8134)  0.31
H (-4.2723, 17.7633, -9.9770)  0.26
H (-9.5613, 19.1912, -12.5229)  0.24
H (-9.2776, 20.1867, -11.0510)  0.22
H (-9.3944, 18.4338, -10.9041)  0.33
C (-0.8977, 14.9469, -1.0115)  -0.63
O (-1.9158, 15.5538, -1.8211)  -0.34
C (-3.1302, 15.1200, -1.8073)  0.85
O (-3.4889, 14.1963, -1.1255)  -0.60
O (-3.9135, 15.5242, -2.7388)  -0.33
C (-3.6066, 16.5760, -3.7441)  -0.62
H (-0.8257, 13.8645, -1.1174)  0.29
H (-1.1428, 15.1808, 0.0245)  0.29
H (0.0814, 15.4124, -1.1247)  0.25
H (-4.2189, 17.4620, -3.5760)  0.27
H (-4.0149, 16.2366, -4.6961)  0.27
H (-2.5813, 16.9068, -3.9099)  0.29
C (13.1965, 12.6103, -7.6236)  -0.70
O (12.1040, 13.0748, -6.9325)  -0.28
C (12.1557, 13.3065, -5.6549)  0.79
O (13.2412, 13.1915, -5.0071)  -0.62
O (11.0278, 13.8560, -5.2953)  -0.27
C (10.6155, 13.9888, -3.9203)  -0.63
H (14.1270, 12.3862, -7.1019)  0.33
H (13.4133, 13.3223, -8.4200)  0.26
H (13.0306, 11.7374, -8.2548)  0.28
H (11.2290, 14.7421, -3.4259)  0.29
H (10.7193, 13.0330, -3.4068)  0.29
H (9.6020, 14.3472, -3.7404)  0.25
C (5.2647, 23.3291, -9.9120)  -0.60
O (6.3411, 24.0145, -9.1688)  -0.34
C (6.0714, 24.7511, -8.0255)  0.78
O (4.9733, 25.0755, -7.7608)  -0.51
O (7.2404, 25.1364, -7.5256)  -0.29
C (7.1606, 26.1356, -6.5983)  -0.69
H (4.7935, 22.5561, -9.3049)  0.27
H (5.5562, 22.8754, -10.8592)  0.24
H (4.5747, 24.1178, -10.2121)  0.28
H (7.1748, 25.5410, -5.6849)  0.29
H (6.3291, 26.8218, -6.7593)  0.33
H (8.0756, 26.7165, -6.4824)  0.24
O (4.6213, 20.9659, -3.2791)  -0.60
C (3.9854, 21.8746, -2.7774)  0.49
C (2.6434, 21.7901, -2.1112)  -0.33
C (2.2646, 23.2075, -1.5865)  -0.49
C (3.4298, 24.0475, -2.1607)  -0.31
O (4.5053, 23.0495, -2.4384)  -0.36
H (1.8596, 21.5403, -2.8263)  0.23
H (2.7122, 20.9808, -1.3843)  0.29
H (1.4249, 23.5872, -2.1686)  0.28
H (2.0178, 23.0306, -0.5396)  0.28
H (3.1149, 24.3826, -3.1489)  0.25
H (3.9226, 24.7632, -1.5026)  0.27
O (1.1388, 14.7632, -6.4613)  -0.61
C (2.2655, 15.1463, -6.8045)  0.58
C (2.4433, 16.4564, -7.4789)  -0.38
C (3.8360, 16.2572, -8.0965)  -0.57
C (4.5752, 15.3284, -7.1909)  -0.30
O (3.5020, 14.5477, -6.6280)  -0.36
H (1.5806, 16.5930, -8.1310)  0.28
H (2.5495, 17.2990, -6.7955)  0.23
H (3.8659, 15.8778, -9.1179)  0.28
H (4.4024, 17.1884, -8.0957)  0.33
H (5.2040, 14.7360, -7.8556)  0.25
H (5.1628, 15.8214, -6.4164)  0.28
O (-0.9565, 21.8045, -9.4767)  -0.67
C (-1.8086, 22.5182, -8.9125)  0.55
C (-2.6281, 23.7564, -9.3819)  -0.39
C (-3.6493, 23.8519, -8.3541)  -0.48
C (-3.0139, 23.2080, -7.1441)  -0.40
O (-2.1207, 22.2587, -7.6725)  -0.31
H (-1.9045, 24.5706, -9.3427)  0.24
H (-2.9103, 23.6070, -10.4241)  0.30
H (-3.9355, 24.8902, -8.1870)  0.32
H (-4.4521, 23.2015, -8.7013)  0.26
H (-2.4424, 24.0155, -6.6864)  0.28
H (-3.7578, 22.8115, -6.4531)  0.33
O (0.9293, 17.4993, -17.5373)  -0.57
C (1.3209, 18.3724, -16.7846)  0.44
C (0.6572, 19.6679, -16.4761)  -0.35
C (1.7678, 20.2598, -15.6099)  -0.53
C (2.5552, 19.1501, -14.9980)  -0.28
O (2.3261, 18.0989, -15.8636)  -0.34
H (0.2108, 20.1461, -17.3480)  0.34
H (-0.0427, 19.3055, -15.7232)  0.20
H (2.4217, 20.9510, -16.1417)  0.30
H (1.1310, 20.7669, -14.8850)  0.28
H (3.6257, 19.3444, -15.0652)  0.27
H (2.2575, 18.9677, -13.9654)  0.25
O (8.3903, 9.4217, -10.5977)  -0.62
C (7.6155, 8.8858, -9.7414)  0.51
C (7.9676, 7.5568, -8.9610)  -0.37
C (6.9415, 7.6806, -7.8373)  -0.60
C (5.7351, 8.5377, -8.4541)  -0.36
O (6.3539, 9.2845, -9.4538)  -0.29
H (7.7225, 6.7210, -9.6163)  0.25
H (9.0002, 7.5250, -8.6134)  0.29
H (6.5859, 6.7917, -7.3163)  0.38
H (7.4141, 8.2495, -7.0366)  0.26
H (4.9710, 7.9086, -8.9105)  0.27
H (5.2691, 9.1944, -7.7194)  0.28
C (-0.3988, 10.2928, -10.8558)  -0.63
C (0.1740, 10.0851, -12.2670)  -0.47
C (0.3566, 11.5664, -12.6540)  -0.42
O (-0.5646, 12.3154, -11.8815)  -0.40
C (-1.3665, 11.5357, -10.9262)  -0.38
H (0.4013, 10.5041, -10.1464)  0.27
H (-0.8887, 9.3740, -10.5334)  0.38
H (-0.6801, 9.7652, -12.8640)  0.23
H (0.8762, 9.2724, -12.4527)  0.38
H (0.2268, 11.7601, -13.7188)  0.27
H (1.3202, 12.0283, -12.4389)  0.24
H (-2.2638, 11.1870, -11.4375)  0.23
H (-1.7845, 12.0184, -10.0428)  0.32
C (9.3256, 16.9813, -12.1886)  -0.47
C (9.8734, 15.5380, -12.0049)  -0.44
C (10.5723, 15.1500, -13.3199)  -0.44
O (10.5465, 16.3485, -14.1046)  -0.41
C (9.4109, 17.0962, -13.6810)  -0.45
H (9.8701, 17.7425, -11.6298)  0.27
H (8.3297, 17.0078, -11.7463)  0.23
H (9.0973, 14.8052, -11.7842)  0.33
H (10.5587, 15.6482, -11.1644)  0.19
H (10.0400, 14.3197, -13.7840)  0.31
H (11.5607, 14.9583, -12.9023)  0.27
H (8.4995, 16.7701, -14.1821)  0.24
H (9.5226, 18.0093, -14.2656)  0.35

***

Entry 2:
Molecular formula: H14O7
Method: DFT, wB97M-V/def2-TZVPD

Its total energy is -14558.7032 eV. The net charge is 0. Its gap between HOMO and LUMO is 10.841 eV. As for the SMILES: O.O.O.O.O.O.O. The energy above the lowest of the compared OMol25 structures with the same formula, charge and spin is 2.7582 eV.

Each line ends with the Mulliken charge.
Geometry (Å):
O (1.3701, 0.2682, 1.2260)  -0.59
H (1.1559, -0.6093, 0.8897)  0.28
H (1.6891, 0.7448, 0.4514)  0.29
O (-0.7949, 0.1620, -0.3835)  -0.54
H (-1.7301, 0.1912, -0.1520)  0.25
H (-0.5174, -0.7246, -0.1267)  0.26
O (0.6026, 0.8775, -2.1490)  -0.55
H (0.1785, 1.4507, -1.5005)  0.30
H (0.3136, 1.2300, -2.9982)  0.26
O (2.3587, -1.4688, -4.0384)  -0.63
H (1.8227, -1.5753, -3.2444)  0.31
H (3.1630, -1.9640, -3.8465)  0.31
O (-1.1139, -1.0201, 3.2767)  -0.60
H (-0.8900, -1.3313, 4.1610)  0.30
H (-1.6337, -1.7390, 2.8998)  0.31
O (-2.3207, -1.4153, -2.2708)  -0.60
H (-2.0850, -0.4929, -2.1206)  0.33
H (-2.5857, -1.4417, -3.1971)  0.30
O (0.3164, 2.6941, 4.0762)  -0.61
H (-0.2478, 2.7512, 4.8556)  0.31
H (0.9487, 3.4124, 4.1914)  0.30

***

Entry 3:
Molecular formula: C12H36FeO15
Method: DFT, wB97M-V/def2-TZVPD

Its multiplicity is 5. Its total energy is -78124.8197 eV. The net charge is 0. Its gap between HOMO and LUMO (alpha / beta) is 6.404 / 5.980 eV. As for the expectation value of S²: 6.008.

Each line ends with the Mulliken charge.
Geometry (Å):
Fe (-3.5040, -0.1082, 1.5295)  0.67
C (-0.0945, 0.8693, -0.8229)  -1.24
C (-1.0921, 0.3714, 0.0091)  1.67
C (-0.6978, -0.5954, 1.1423)  1.73
O (-1.6737, -0.9362, 1.8824)  -1.02
C (0.6268, -1.0648, 1.2332)  0.02
C (1.6229, -0.4987, 0.4493)  0.01
C (1.2330, 0.4746, -0.6566)  0.10
O (2.0967, 1.0788, -1.3099)  -0.65
O (2.7798, -0.9498, 0.6204)  -0.74
O (-2.3505, 0.5810, -0.0830)  -1.13
H (-0.2918, 1.6174, -1.5747)  -0.14
H (0.8399, -1.8187, 1.9691)  0.28
C (-0.9636, -4.2372, -2.3722)  -1.37
C (-0.2117, -3.1142, -1.6412)  0.72
O (0.1178, -2.0414, -2.5069)  -0.65
H (-0.7670, -5.1344, -1.7752)  0.37
H (-0.3795, -4.5185, -3.2521)  0.33
H (-2.0055, -4.0301, -2.5984)  0.34
H (0.7352, -3.6215, -1.4229)  -0.17
H (-0.6783, -2.7485, -0.7263)  0.08
H (0.0275, -1.2132, -2.0264)  0.28
C (-1.6309, 3.2454, -4.0533)  -0.34
C (-2.9600, 2.5898, -4.3253)  -0.19
O (-3.3932, 3.0187, -5.6198)  -0.52
H (-1.7380, 4.3222, -3.8921)  0.36
H (-0.8000, 3.1240, -4.7411)  0.37
H (-1.3430, 2.9256, -3.0426)  -0.37
H (-3.6686, 2.8441, -3.5246)  0.16
H (-2.9436, 1.4909, -4.2894)  0.29
H (-4.0777, 2.4071, -5.9114)  0.29
C (2.3586, 1.7709, 3.7901)  -0.97
C (2.5782, 0.3362, 4.2889)  -0.01
O (3.4381, -0.3723, 3.4045)  -0.58
H (1.6011, 2.2862, 4.3977)  0.34
H (2.2127, 1.9178, 2.7240)  0.22
H (3.2266, 2.3706, 4.0927)  0.32
H (1.6043, -0.1769, 4.2707)  0.05
H (3.0097, 0.3159, 5.2873)  0.36
H (2.9225, -0.5294, 2.6009)  0.18
O (-3.0145, 1.5772, 2.6115)  -0.41
H (-2.5178, 2.3667, 2.3458)  0.32
H (-3.0115, 1.5853, 3.5806)  0.30
O (-0.6338, -2.6674, 4.0502)  -0.66
H (-1.1533, -2.1590, 4.6803)  0.27
H (-0.6121, -2.1217, 3.2482)  0.32
O (5.1111, 0.9064, -0.7939)  -0.59
H (4.8237, 1.2710, -1.6369)  0.31
H (4.3671, 1.0614, -0.2027)  0.30
O (5.6861, -1.5697, 0.9373)  -0.64
H (5.9435, -1.1252, 1.7509)  0.31
H (4.7564, -1.3246, 0.8097)  0.41
O (-4.2333, -1.7759, 0.6074)  -0.43
H (-4.6292, -2.0669, -0.2269)  0.31
H (-4.0283, -2.5916, 1.0945)  0.34
O (-3.7559, 2.8306, -0.8282)  -0.67
H (-3.1335, 2.0692, -0.7382)  0.49
H (-3.9263, 3.1338, 0.0687)  0.25
O (1.3057, -4.2725, 1.0442)  -0.65
H (1.6334, -3.4938, 1.5023)  0.36
H (1.7915, -4.2797, 0.2127)  0.32
O (1.3243, 3.7972, -2.0148)  -0.68
H (1.7496, 2.9463, -1.7855)  0.40
H (0.3909, 3.6542, -1.8407)  0.32

***

Entry 4:
Molecular formula: C6H14O2
Method: DFT, wB97M-V/def2-TZVPD

Its total energy is -10543.2186 eV. The net charge is 0. Its gap between HOMO and LUMO is 10.541 eV. As for the SMILES: C/C=C/CCCO.O. The energy above the lowest of the compared OMol25 structures with the same formula, charge and spin is 1.3980 eV.

Each line ends with the Mulliken charge.
Geometry (Å):
C (1.4322, -1.4111, 2.3075)  -1.08
C (0.7286, -1.5379, 0.9751)  0.03
C (0.6913, -0.5455, 0.1024)  -0.51
C (-0.0400, -0.5552, -1.2291)  -0.35
C (-0.9834, 0.6300, -1.4296)  -0.75
C (-0.2895, 1.9728, -1.6737)  -0.40
O (0.5528, 1.9939, -2.8131)  -0.50
H (1.9162, -2.3372, 2.6042)  0.36
H (2.1344, -0.5816, 2.2668)  0.32
H (0.7152, -1.1628, 3.1022)  0.24
H (0.2357, -2.4895, 0.7649)  0.34
H (1.1039, 0.4297, 0.3178)  0.20
H (0.7284, -0.5882, -2.0044)  0.33
H (-0.5988, -1.4911, -1.3156)  0.28
H (-1.6826, 0.4431, -2.2470)  0.35
H (-1.5776, 0.7948, -0.5229)  0.25
H (-1.0830, 2.6986, -1.8234)  0.32
H (0.2799, 2.2389, -0.7823)  0.26
H (0.6637, 1.0802, -3.1259)  0.32
O (-1.6180, 0.5181, 2.1972)  -0.65
H (-2.1217, -0.0427, 2.7930)  0.31
H (-1.1874, -0.0572, 1.5358)  0.34

***

Entry 5:
Molecular formula: C36H72O18
Method: DFT, wB97M-V/def2-TZVPD

Its total energy is -75344.2543 eV. The net charge is 0. Its gap between HOMO and LUMO is 10.073 eV. As for the SMILES: CCOC(C)=O.CCOC(C)=O.CCOC(C)=O.CCOC(C)=O.CCOC(C)=O.CCOC(C)=O.CCOC(C)=O.CCOC(C)=O.CCOC(C)=O. The energy above the lowest of the compared OMol25 structures with the same formula, charge and spin is 12.9160 eV.

Each line ends with the Mulliken charge.
Geometry (Å):
C (-1.0362, 5.0484, 2.0937)  -1.52
C (-0.1942, 4.3554, 3.2477)  -0.08
O (1.2438, 4.4184, 3.0637)  -0.06
C (2.0008, 3.6224, 3.9677)  0.64
C (3.4858, 3.9914, 3.7657)  -1.01
O (1.6478, 2.8534, 4.7597)  -0.48
H (-0.7452, 4.7814, 1.1507)  0.36
H (-1.1342, 6.0484, 2.1167)  0.59
H (-2.1762, 4.8004, 2.2747)  0.30
H (-0.5972, 4.7454, 4.3017)  0.35
H (-0.5202, 3.1414, 3.1527)  0.18
H (4.0778, 3.7174, 4.8417)  0.26
H (3.8468, 5.0844, 3.6027)  0.31
H (3.8718, 3.5234, 2.9257)  0.26
C (-0.6122, -0.0476, -3.6023)  -0.99
C (-2.1122, -0.3256, -3.8163)  -0.69
O (-2.6532, 0.7264, -4.5883)  -0.08
C (-3.9292, 1.0044, -4.6213)  0.69
C (-4.2332, 2.3424, -5.3553)  -0.92
O (-4.7862, 0.3674, -3.9893)  -0.62
H (0.0228, 0.2154, -4.4383)  0.11
H (-0.2942, -1.0036, -3.1153)  0.32
H (-0.4642, 0.6564, -2.9513)  0.43
H (-2.3072, -1.3306, -4.2633)  0.28
H (-2.6082, -0.4006, -2.9493)  0.57
H (-3.9522, 3.2504, -4.7103)  0.19
H (-5.2372, 2.2544, -5.4453)  0.39
H (-3.6782, 2.2054, -6.2923)  0.25
C (0.7178, -5.5346, -5.6833)  -1.48
C (0.3898, -4.8676, -4.3653)  0.19
O (0.9588, -5.4806, -3.2093)  -0.36
C (0.8888, -4.8066, -2.0443)  0.71
C (1.5398, -5.5786, -0.8653)  -1.10
O (0.1808, -3.7736, -1.9323)  -0.27
H (0.3268, -5.1526, -6.5743)  0.39
H (0.6228, -6.6076, -5.7913)  0.37
H (1.7398, -5.5346, -5.6643)  0.39
H (0.7668, -3.7016, -4.4353)  0.12
H (-0.7392, -4.7306, -4.0543)  0.20
H (0.9908, -6.4046, -0.5733)  0.37
H (1.6538, -4.9886, 0.0657)  0.14
H (2.6638, -5.6996, -1.0273)  0.38
C (1.5478, 6.8774, -0.1883)  -0.81
C (1.4798, 7.5284, 1.1717)  -0.11
O (0.4918, 8.5884, 1.0807)  -0.36
C (0.4768, 9.6464, 1.9457)  0.67
C (-0.7562, 10.5624, 1.8377)  -1.01
O (1.2908, 9.9374, 2.7567)  -0.51
H (1.8498, 5.7944, -0.1003)  0.04
H (2.2818, 7.4124, -0.8243)  0.40
H (0.7068, 6.6084, -0.9363)  0.18
H (1.2818, 6.9594, 2.0887)  0.18
H (2.3728, 8.0814, 1.3657)  0.48
H (-0.9252, 10.7994, 0.7667)  0.27
H (-0.8352, 11.5254, 2.2097)  0.40
H (-1.7452, 10.0164, 2.2577)  0.20
C (0.8948, 5.6574, -4.2083)  -1.34
C (0.1348, 4.3044, -3.7213)  -0.04
O (0.4458, 3.3764, -4.7083)  -0.34
C (-0.2112, 3.1574, -5.8973)  0.93
C (0.2198, 1.8984, -6.5403)  -1.29
O (-0.9942, 3.9304, -6.3873)  -0.57
H (0.9008, 6.4534, -3.5663)  0.45
H (0.5958, 5.8904, -5.1633)  0.41
H (1.9348, 5.2304, -4.4763)  0.27
H (0.4768, 4.0454, -2.8073)  0.26
H (-0.9562, 4.3004, -3.9243)  0.27
H (0.4998, 2.1474, -7.5153)  0.46
H (-0.5852, 1.1774, -6.8193)  0.27
H (1.0888, 1.3194, -6.1703)  0.34
C (-3.0872, -6.9456, 5.3267)  -0.99
C (-3.2702, -5.4576, 5.0717)  -0.23
O (-2.0352, -5.0356, 4.5547)  -0.21
C (-1.7732, -3.7676, 4.2287)  0.46
C (-0.3302, -3.5496, 3.8597)  -0.81
O (-2.6182, -2.8896, 4.1737)  -0.62
H (-3.9172, -7.4246, 5.7617)  0.45
H (-2.1392, -7.1136, 5.8887)  0.25
H (-2.9502, -7.6696, 4.4287)  0.06
H (-4.0652, -5.4286, 4.1367)  0.18
H (-3.6642, -4.9576, 5.8997)  0.46
H (-0.2082, -2.6216, 3.0967)  -0.01
H (0.1358, -4.3156, 3.3037)  0.35
H (0.1978, -3.5286, 4.7457)  0.61
C (4.5028, 0.5374, 4.3737)  -0.60
C (3.4848, -0.6126, 3.9257)  -0.82
O (3.7028, -0.9966, 2.5217)  -0.30
C (3.1668, -2.0646, 1.8747)  1.00
C (3.6908, -2.2686, 0.5487)  -1.18
O (2.4828, -2.9666, 2.5097)  -0.61
H (4.1468, 0.9744, 5.4057)  0.30
H (4.2398, 1.2874, 3.6967)  -0.09
H (5.5838, 0.2024, 4.2837)  0.30
H (3.4888, -1.3786, 4.4657)  0.80
H (2.4618, -0.3136, 3.9187)  0.33
H (3.4888, -3.1386, 0.0967)  0.32
H (4.7268, -2.1246, 0.3877)  0.39
H (3.1788, -1.4686, 0.0467)  0.21
C (2.2558, 2.2674, -0.4743)  -1.04
C (1.3898, 1.8794, 0.7217)  0.21
O (0.9328, 0.5244, 0.4147)  -0.03
C (-0.1572, 0.0294, 1.0947)  0.55
C (-0.5442, -1.3406, 0.6617)  -0.68
O (-0.6492, 0.5004, 2.0687)  -0.62
H (2.7978, 3.2824, -0.3763)  0.27
H (1.6598, 2.2824, -1.3853)  0.11
H (2.9378, 1.4054, -0.6933)  0.28
H (1.9048, 1.7074, 1.6527)  -0.04
H (0.6728, 2.5204, 1.0127)  0.24
H (0.2118, -2.0906, 1.0007)  -0.09
H (-0.7382, -1.5206, -0.2373)  0.49
H (-1.5592, -1.6746, 1.1907)  0.22
C (-3.2992, -8.9356, 1.1007)  -1.52
C (-2.4162, -7.7186, 1.3277)  0.69
O (-2.8282, -6.6406, 0.4237)  -0.36
C (-2.1472, -5.4746, 0.3327)  0.70
C (-2.7162, -4.4946, -0.5013)  -0.51
O (-1.1242, -5.2506, 1.0317)  -0.47
H (-4.3572, -8.9866, 1.1957)  0.39
H (-2.9802, -9.7546, 1.6827)  0.45
H (-3.2372, -9.3716, 0.1147)  0.41
H (-2.5352, -7.4476, 2.4147)  -0.39
H (-1.2792, -8.0156, 1.1727)  0.19
H (-3.8902, -4.8726, -0.5783)  0.30
H (-1.8462, -4.7096, -1.1663)  -0.05
H (-2.6742, -3.4716, -0.2363)  0.15